The following is a DFT calculation (the ωB97M-V functional and the def2-TZVPD basis) of a cluster of 5 separate species, C15H31BNO14 in total.

```
! RIJCOSX wB97M-V def2-TZVPD def2/J DEFGRID3
* xyz -1 1
C 1.07 1.36 0.14
C 2.47 0.90 -0.17
C 3.63 1.79 -0.90
N 4.51 2.60 0.04
B 4.31 2.22 1.49
O 3.65 3.27 2.35
O 4.72 0.95 2.14
H 0.48 0.72 0.96
H 0.56 2.31 -0.31
H 2.78 -0.20 0.17
H 4.34 1.01 -1.46
H 3.20 2.48 -1.77
H 2.66 3.12 2.37
H 5.22 1.10 2.99
C -2.50 4.05 -1.35
O -2.45 2.62 -1.35
C -3.66 2.02 -1.40
O -4.74 2.59 -1.45
O -3.47 0.68 -1.39
C -4.67 -0.09 -1.44
H -1.47 4.42 -1.31
H -2.96 4.41 -2.28
H -3.04 4.42 -0.48
H -5.21 0.11 -2.37
H -5.29 0.12 -0.57
H -4.39 -1.15 -1.42
C 5.03 -2.63 -5.24
O 5.45 -3.40 -4.12
C 5.55 -2.70 -2.96
O 5.33 -1.51 -2.83
O 5.95 -3.55 -1.99
C 6.11 -2.94 -0.71
H 4.98 -3.29 -6.11
H 4.04 -2.21 -5.08
H 5.76 -1.84 -5.46
H 5.15 -2.53 -0.36
H 6.87 -2.16 -0.74
H 6.43 -3.71 0.00
C -8.94 -4.06 -2.25
O -7.59 -3.64 -2.09
C -6.68 -4.48 -2.64
O -6.93 -5.52 -3.24
O -5.44 -3.96 -2.42
C -4.38 -4.75 -2.95
H -9.59 -3.31 -1.77
H -9.21 -4.11 -3.31
H -9.11 -5.02 -1.76
H -4.46 -4.83 -4.04
H -4.36 -5.74 -2.49
H -3.44 -4.24 -2.72
C 3.28 3.33 5.39
O 1.96 2.79 5.34
C 1.14 3.20 6.34
O 1.45 3.95 7.25
O -0.07 2.61 6.16
C -1.03 2.95 7.16
H 3.84 2.94 4.54
H 3.25 4.42 5.32
H 3.78 3.02 6.31
H -1.23 4.03 7.15
H -0.70 2.62 8.15
H -1.96 2.43 6.92
*
```

Calculated values
strongest force on any atom	4.45	eV/Å
lowest unoccupied orbital energy	0.0696	Eh

The following is a DFT calculation (the ωB97M-V functional and the def2-TZVPD basis) of a structure of composition C15H31BNO4RuSSe2Si.

```
! RIJCOSX wB97M-V def2-TZVPD def2/J DEFGRID3
* xyz -2 2
Ru 0.75 0.40 -0.69
O 4.57 1.81 3.26
C 4.59 0.50 2.67
C 3.36 0.29 1.78
C 3.31 -1.22 1.48
O 4.57 -1.78 1.12
C 3.47 1.21 0.53
Se 3.95 0.34 -1.16
C 2.09 0.65 2.55
Se 0.38 0.19 1.64
H 5.47 2.03 3.50
H 4.61 -0.26 3.46
H 5.48 0.38 2.05
H 2.57 -1.41 0.70
H 2.98 -1.74 2.39
H 4.75 -1.36 0.24
H 4.15 2.03 0.77
H 2.50 1.69 0.37
H 2.06 1.72 2.74
H 2.06 0.13 3.51
S 0.94 4.47 -3.17
C 0.96 2.97 -2.52
N 0.97 1.89 -2.08
C -0.15 -2.97 -0.17
Si 0.53 -1.79 -1.51
C -0.66 -1.96 -3.00
C 2.11 -2.66 -2.10
H -0.55 -3.88 -0.63
H -0.94 -2.48 0.41
H 0.65 -3.26 0.52
H -0.86 -3.02 -3.20
H -0.22 -1.52 -3.90
H -1.60 -1.46 -2.78
H 1.84 -3.66 -2.46
H 2.83 -2.76 -1.28
H 2.61 -2.10 -2.90
C -4.40 -0.41 -1.34
C -3.43 0.06 -0.25
C -3.84 -0.54 1.09
O -2.15 -0.43 -0.60
B -1.22 0.62 -0.84
O -1.97 1.82 -0.85
C -3.22 1.63 -0.21
C -3.10 2.20 1.20
C -4.28 2.42 -0.97
H -4.34 -1.49 -1.40
H -4.10 0.00 -2.30
H -5.43 -0.12 -1.13
H -4.00 -1.61 0.97
H -4.77 -0.09 1.45
H -3.06 -0.39 1.84
H -2.36 1.67 1.79
H -4.06 2.19 1.72
H -2.76 3.24 1.11
H -4.29 2.16 -2.03
H -4.06 3.48 -0.88
H -5.28 2.24 -0.55
*
```

Calculated values
strongest force on any atom	1.42	eV/Å
energy above the lowest of the compared OMol25 structures with the same formula, charge and spin	141.4	kJ/mol
lowest unoccupied orbital energy (alpha / beta)	0.1667 / 0.1667	Eh
<S²>	0.758

The following is a DFT calculation (the ωB97M-V functional and the def2-TZVPD basis) of a structure of composition C15H31ClP2Sn.

```
! RIJCOSX wB97M-V def2-TZVPD def2/J DEFGRID3
* xyz 2 1
P -1.81 0.25 1.02
P 0.46 1.20 -1.50
C -1.69 1.86 0.18
C -1.26 1.81 -1.29
H -1.01 2.51 0.75
H -2.70 2.30 0.24
H -1.95 1.20 -1.90
H -1.28 2.83 -1.72
C 1.34 2.83 -1.39
H 2.42 2.69 -1.28
H 0.97 3.42 -0.55
H 1.16 3.39 -2.32
C 0.51 1.06 -3.33
H 0.28 2.04 -3.76
H -0.24 0.32 -3.67
H 1.51 0.74 -3.67
C -1.67 0.64 2.78
H -1.42 -0.29 3.31
H -2.59 1.06 3.21
H -0.91 1.44 2.84
C -3.57 -0.21 0.89
H -3.77 -0.71 -0.06
H -4.17 0.69 0.99
H -3.81 -0.89 1.72
Sn 1.09 0.68 3.98
C 2.13 -0.99 -1.86
C 1.84 0.06 -0.93
C 1.46 -0.33 0.57
C 0.35 -1.40 0.72
C -0.96 -1.11 -0.03
C -0.70 -0.95 -1.51
C -0.06 -2.20 -2.06
C 1.48 -2.27 -1.90
C 1.33 -1.54 4.27
H 2.90 -0.78 -2.59
H 2.71 0.74 -0.85
H 1.21 0.58 1.16
H 2.37 -0.69 1.07
H 0.78 -2.36 0.42
H 0.16 -1.51 1.80
H -1.63 -1.98 0.11
H -1.60 -0.67 -2.07
H -0.30 -2.29 -3.12
H -0.50 -3.08 -1.57
H 1.73 -2.92 -1.04
H 1.87 -2.81 -2.77
H 2.40 -1.74 4.13
H 0.72 -2.16 3.59
H 1.02 -1.67 5.30
Cl 3.40 1.22 3.70
*
```

Calculated values
strongest force on any atom	4.05	eV/Å
energy above the lowest of the compared OMol25 structures with the same formula, charge and spin	0.0	kJ/mol
lowest unoccupied orbital energy (alpha / beta)	-0.3152 / -0.2815	Eh

The following is a DFT calculation (the ωB97M-V functional and the def2-TZVPD basis) of a cluster of 2 separate species, C15H31FINO5P in total.

```
! RIJCOSX wB97M-V def2-TZVPD def2/J DEFGRID3
* xyz 0 2
C -2.10 -2.23 2.74
C -3.11 -1.15 2.36
C -3.80 -0.71 3.66
C -2.37 0.06 1.78
C -3.16 0.81 0.73
F -4.39 1.17 1.34
C -2.53 2.12 0.29
C -1.31 2.07 -0.62
C 0.01 1.66 0.06
I 0.79 -0.17 -0.81
C -3.51 -0.11 -0.42
C -3.97 -1.52 0.00
C -3.01 -2.58 -0.52
C -5.33 -1.80 -0.66
N -4.19 -1.63 1.46
O -4.70 -2.75 1.83
H -1.39 -2.45 1.96
H -2.59 -3.13 3.09
H -1.53 -1.85 3.58
H -4.40 0.17 3.48
H -4.46 -1.49 4.01
H -3.05 -0.46 4.40
H -1.43 -0.29 1.36
H -2.13 0.75 2.58
H -2.29 2.70 1.17
H -3.30 2.68 -0.23
H -1.15 3.08 -0.98
H -1.47 1.48 -1.51
H -0.09 1.52 1.13
H 0.79 2.38 -0.12
H -2.63 -0.23 -1.04
H -4.27 0.36 -1.03
H -2.01 -2.47 -0.14
H -3.41 -3.58 -0.36
H -2.95 -2.43 -1.59
H -5.33 -1.45 -1.69
H -6.09 -1.28 -0.09
H -5.56 -2.85 -0.59
C 7.34 0.82 -0.16
O 7.02 1.68 -1.24
P 5.71 1.45 -2.12
O 4.54 2.20 -1.69
O 5.51 -0.13 -2.17
C 4.61 -0.75 -1.25
O 6.21 1.75 -3.59
C 7.51 2.28 -3.86
H 6.53 0.78 0.57
H 7.57 -0.19 -0.52
H 8.23 1.22 0.33
H 3.94 -0.02 -0.79
H 5.17 -1.26 -0.47
H 4.01 -1.48 -1.79
H 8.28 1.55 -3.60
H 7.68 3.21 -3.32
H 7.56 2.48 -4.93
*
```

Calculated values
strongest force on any atom	1.55	eV/Å
lowest unoccupied orbital energy (alpha / beta)	0.0112 / 0.0111	Eh
<S²>	0.754

The following is a DFT calculation (the ωB97M-V functional and the def2-TZVPD basis) of a structure of composition C15H31IIrP2.

```
! RIJCOSX wB97M-V def2-TZVPD def2/J DEFGRID3
* xyz 2 6
P 1.54 1.65 -0.41
P 0.36 -2.04 -0.71
C 2.28 0.05 -0.94
C 1.36 -0.92 -1.74
H 2.71 -0.45 -0.05
H 3.10 0.31 -1.62
H 0.66 -0.38 -2.40
H 1.95 -1.54 -2.42
C 1.45 -3.47 -0.27
H 0.93 -4.15 0.42
H 2.40 -3.16 0.18
H 1.69 -4.05 -1.18
C -0.65 -3.04 -1.92
H 0.07 -3.57 -2.56
H -1.32 -2.47 -2.58
H -1.25 -3.78 -1.35
C 2.63 2.49 0.70
H 2.14 3.38 1.11
H 3.51 2.80 0.14
H 2.95 1.84 1.52
C 1.85 2.50 -2.02
H 1.33 1.99 -2.84
H 2.92 2.49 -2.24
H 1.50 3.54 -1.96
Ir -1.87 1.59 4.19
C -0.80 -1.90 0.66
C 0.54 -1.26 0.85
C 0.32 0.17 1.51
C -0.54 1.29 0.87
C -0.21 1.61 -0.69
C -0.85 0.61 -1.52
C -1.92 -0.28 -1.13
C -2.02 -1.12 0.24
C -3.30 2.53 3.16
H -0.99 -2.80 1.25
H 1.31 -1.77 1.44
H 1.31 0.55 1.80
H -0.20 -0.03 2.46
H -1.60 1.07 0.93
H -0.44 2.19 1.49
H -0.57 2.63 -0.90
H -0.81 0.81 -2.58
H -2.04 -1.00 -1.93
H -2.86 0.25 -1.21
H -2.43 -0.54 1.10
H -2.82 -1.85 0.04
H -4.15 1.84 3.09
H -2.95 2.78 2.14
H -3.62 3.43 3.73
I -2.59 -0.85 4.08
*
```

Calculated values
strongest force on any atom	6.65	eV/Å
energy above the lowest of the compared OMol25 structures with the same formula, charge and spin	0.0	kJ/mol
lowest unoccupied orbital energy (alpha / beta)	-0.2590 / -0.3732	Eh
<S²>	8.772